No. 1
# C32H27FeIN4O9P3S

A molecular structure, C32H27FeIN4O9P3S (ωB97M-V/def2-TZVPD, the OMol25 dataset).

The geometry in ORCA input format:
```
! wB97M-V def2-TZVPD RIJCOSX def2/J DEFGRID3
* xyz -1 5
I 0.752 -2.721 0.545
Fe -0.286 -0.551 -0.893
S 1.683 -1.370 -4.030
P -0.862 1.528 1.318
P -2.869 -1.050 -2.908
P -1.453 1.445 -2.989
O -2.364 -1.480 -4.352
O -1.834 -1.447 -1.865
O -2.063 2.942 -2.927
O 0.459 -1.624 -4.713
O -0.660 1.185 -4.200
O 2.667 -0.480 -4.567
O -4.273 -1.453 -2.724
O -0.763 1.263 -1.629
O -2.812 0.596 -2.962
N 1.289 -0.859 -2.489
N 2.993 0.034 -1.030
N 4.204 -6.534 -2.634
N 0.451 0.777 0.811
C -4.534 -0.910 0.199
C 2.270 -5.084 -2.695
C 3.622 -5.311 -2.964
C -2.056 5.409 0.643
C 1.359 0.384 3.082
C -0.001 5.014 -0.545
C -3.554 -1.428 1.031
C -3.341 1.169 0.045
C 0.168 0.748 3.777
C 2.984 0.847 1.253
C 2.176 -0.397 -1.747
C 3.585 0.480 0.129
C -0.987 3.254 0.772
C 0.026 3.711 -0.067
C -2.348 0.646 0.871
C -2.460 -0.653 1.375
C 2.249 -0.457 3.684
C -1.147 0.788 5.829
C -4.433 0.388 -0.284
C 2.044 -0.914 5.006
C -0.870 1.484 3.137
C 1.680 -3.888 -3.042
C -0.005 0.348 5.122
C -2.028 4.109 1.126
C -1.976 1.866 3.852
C 4.372 -4.319 -3.597
C -1.043 5.862 -0.191
C 3.785 -3.113 -3.940
C 0.964 -0.495 5.723
C -2.100 1.553 5.218
C 1.570 1.034 1.722
C 2.443 -2.907 -3.665
H -3.611 -2.452 1.374
H 5.420 -4.493 -3.811
H -1.642 3.420 -2.202
H -2.877 6.063 0.906
H -1.446 -1.208 -4.531
H -2.979 1.874 5.763
H 4.663 0.524 0.065
H 0.818 -0.811 6.749
H 1.687 -5.840 -2.185
H 2.766 -1.587 5.451
H 3.737 -7.029 -1.890
H -5.165 0.757 -0.988
H 0.800 3.018 -0.373
H 0.640 -3.701 -2.804
H 0.780 5.359 -1.209
H 5.201 -6.503 -2.497
H -2.803 2.357 3.355
H 1.584 2.118 1.964
H -5.352 -1.533 -0.132
H -1.261 0.493 6.866
H 3.124 -0.789 3.141
H 4.359 -2.328 -4.414
H -1.671 -1.071 1.990
H 3.692 1.159 2.016
H -3.227 2.149 -0.398
H -1.072 6.873 -0.576
H -2.837 3.760 1.753
*
```

Properties
Frontier orbital gap (spin up / spin down): 7.20 / 7.13 eV
⟨S²⟩: 6.013
Max |F|: 0.47 eV/A
Relative energy (zero: lowest compared OMol25 entry of this formula, charge and spin): 0.00 kcal/mol
HOMO (spin up / spin down): -0.197 / -0.195 Eh



No. 2
# C32H27GeI2N2OW

A molecular structure, C32H27GeI2N2OW (ωB97M-V/def2-TZVPD, the OMol25 dataset).

The geometry in ORCA input format:
```
! wB97M-V def2-TZVPD RIJCOSX def2/J DEFGRID3
* xyz 1 1
W 2.053 0.732 1.009
I -2.234 4.168 5.199
I 2.516 3.606 1.449
Ge -0.546 0.412 -1.547
O 2.562 0.977 2.971
N 0.464 -0.530 2.162
N 2.700 -1.368 0.935
C -0.323 3.029 -5.481
C -1.936 0.947 -0.287
C 2.113 -3.676 0.939
C -0.212 2.832 -3.091
C -1.651 1.797 0.783
C -0.654 0.893 -4.433
C 0.479 1.006 4.027
C 1.537 1.692 3.428
C 3.277 -3.996 0.266
C 1.367 3.036 3.110
C 4.160 -2.978 -0.073
C -0.593 1.717 4.537
C 0.502 -0.446 3.674
C 0.467 -2.071 -2.648
C -1.449 -2.386 -1.247
C -3.255 0.525 -0.462
C -3.949 1.767 1.478
C -0.468 1.464 -3.178
C 3.847 -1.697 0.322
C 1.837 -2.348 1.228
C 0.562 -3.441 -2.838
C -0.581 1.671 -5.581
C -4.253 0.930 0.413
C -0.541 -1.520 -1.855
C -1.359 -3.760 -1.433
C -0.638 3.105 4.394
C 0.491 -1.939 1.733
C -0.355 -4.289 -2.230
C -2.646 2.204 1.662
C 0.303 3.767 3.610
C -0.140 3.611 -4.234
C 1.065 0.683 -0.500
H 3.484 -5.022 -0.005
H 1.343 -3.849 -3.466
H 4.496 -0.863 0.092
H -0.412 -0.110 1.855
H -1.423 1.199 5.001
H 0.176 4.811 3.360
H 2.198 0.851 -0.885
H -5.271 0.595 0.261
H -2.079 -4.417 -0.961
H -0.863 -0.167 -4.526
H -2.236 -1.994 -0.613
H -0.269 3.638 -6.374
H -3.520 -0.116 -1.296
H -0.361 -0.975 4.082
H 0.053 4.673 -4.155
H 5.074 -3.165 -0.616
H 1.418 -0.939 3.996
H 0.175 -2.605 2.540
H -4.730 2.085 2.157
H -0.219 -2.073 0.910
H -0.291 -5.359 -2.384
H -0.635 2.151 0.938
H -0.730 1.217 -6.551
H -2.405 2.868 2.485
H 1.191 -1.423 -3.133
H -0.076 3.300 -2.121
H 1.392 -4.438 1.199
*
```

Properties
Frontier orbital gap (spin up / spin down): 7.01 / 7.05 eV
Max |F|: 2.34 eV/A
Relative energy (zero: lowest compared OMol25 entry of this formula, charge and spin): 27.64 kcal/mol
HOMO (spin up / spin down): -0.375 / -0.374 Eh



No. 3
# C32H27N2O3S4V

A molecular structure, C32H27N2O3S4V (ωB97M-V/def2-TZVPD, the OMol25 dataset).

The geometry in ORCA input format:
```
! wB97M-V def2-TZVPD RIJCOSX def2/J DEFGRID3
* xyz -1 2
V -0.159 -0.017 0.737
S -1.725 -1.235 4.866
S -1.055 -1.936 2.018
S -0.386 0.678 2.975
S -1.059 -1.620 -2.064
O -0.044 -1.348 -0.983
O 1.847 -0.784 0.887
O -1.693 0.751 0.049
N 0.867 1.519 0.223
N 0.512 2.700 -0.267
C 2.275 -2.118 1.148
C -3.005 1.086 -4.062
C -4.038 1.158 -4.985
C 2.783 0.214 0.838
C -1.067 -0.082 -3.014
C 4.125 0.041 1.115
C -4.243 0.123 -5.886
C -1.719 6.733 -2.215
C -0.107 5.171 -1.337
C -2.696 -1.512 -1.296
C -5.668 -2.979 -4.022
C 4.477 2.376 0.658
C 4.977 1.137 1.022
C 2.260 1.456 0.470
C -3.484 3.595 -1.256
C -1.073 -0.866 3.400
C -3.401 -0.982 -5.868
C -2.717 5.821 -2.011
C -3.181 2.374 -0.740
C -0.395 6.398 -1.872
C -3.740 -3.367 -2.640
C -4.729 -1.185 -2.726
C -1.119 4.209 -1.114
C -2.160 -0.019 -4.039
C -2.361 -1.049 -4.955
C -0.800 2.909 -0.549
C -5.685 -1.653 -3.615
C -2.447 4.546 -1.463
C -1.860 2.002 -0.383
C 3.126 2.538 0.383
C -3.746 -2.035 -2.232
C -4.694 -3.837 -3.529
H -3.955 1.635 -0.560
H -1.712 -1.917 -4.941
H -2.583 -2.118 -0.392
H -3.743 6.062 -2.269
H -1.944 7.706 -2.635
H -4.732 -0.145 -2.422
H 2.712 3.495 0.104
H 0.906 4.907 -1.071
H 0.400 7.117 -2.031
H 6.029 1.013 1.244
H -2.981 -4.039 -2.256
H -6.440 -0.976 -3.996
H 5.140 3.230 0.594
H -4.507 3.861 -1.499
H -2.858 -0.483 -0.980
H 2.648 -2.197 2.170
H -0.066 -0.053 -3.451
H -2.856 1.886 -3.344
H -4.678 -4.875 -3.837
H -1.147 0.724 -2.285
H 3.048 -2.400 0.430
H 4.508 -0.925 1.410
H -3.558 -1.796 -6.564
H -4.688 2.024 -4.995
H 1.395 -2.741 1.034
H -6.412 -3.344 -4.719
H -5.055 0.174 -6.599
*
```

Properties
Frontier orbital gap (spin up / spin down): 5.53 / 5.54 eV
⟨S²⟩: 0.782
Max |F|: 0.41 eV/A
Relative energy (zero: lowest compared OMol25 entry of this formula, charge and spin): 0.00 kcal/mol
HOMO (spin up / spin down): -0.122 / -0.123 Eh



No. 4
# C32H27P2S2W

A molecular structure, C32H27P2S2W (ωB97M-V/def2-TZVPD, the OMol25 dataset).

The geometry in ORCA input format:
```
! wB97M-V def2-TZVPD RIJCOSX def2/J DEFGRID3
* xyz 3 1
W 0.374 -1.650 -1.955
S 2.512 -1.687 -0.793
S -1.020 0.008 -2.879
P 1.518 -0.466 0.557
P -1.155 0.791 -0.941
C -1.566 4.767 -0.433
C -0.623 -2.667 -3.854
C 0.813 -4.107 -2.502
C 1.077 -1.370 2.027
C -2.682 0.333 -0.172
C -1.793 3.401 -0.371
C 2.664 3.274 1.631
C 0.720 -1.359 4.403
C -0.427 5.252 -1.061
C 4.017 3.079 1.874
C -1.250 -3.232 -1.569
C 2.465 0.972 0.983
C -0.859 2.527 -0.936
C 0.299 -3.361 3.125
C 1.880 2.222 1.184
C -5.026 -0.311 1.137
C 0.319 -2.685 4.342
C -3.882 -0.024 1.875
C 0.508 -2.095 -4.458
C -0.487 -3.560 -2.734
C 3.826 0.772 1.238
C -5.001 -0.277 -0.251
C 0.292 3.021 -1.569
C -2.703 0.298 1.226
C 4.598 1.830 1.681
C 0.177 -0.286 -0.559
C 0.504 4.382 -1.630
C 1.772 -2.352 -3.915
C 1.916 -3.476 -3.053
C 0.674 -2.705 1.969
C -3.828 0.046 -0.915
C 1.107 -0.694 3.248
H 4.289 -0.199 1.098
H 0.034 -3.203 5.248
H -3.913 -0.048 2.955
H 0.937 -4.872 -1.743
H -2.282 5.452 -0.002
H -2.212 -2.740 -1.677
H -1.619 -2.359 -4.145
H -3.822 0.100 -1.998
H 0.695 -3.250 1.029
H -5.898 -0.489 -0.817
H 0.749 -0.842 5.352
H -5.946 -0.557 1.650
H -0.262 6.320 -1.116
H 5.651 1.685 1.878
H 2.218 4.245 1.794
H 1.443 0.333 3.314
H -2.688 3.022 0.106
H 1.383 4.775 -2.120
H -1.816 0.523 1.810
H 2.910 -3.780 -2.747
H 0.386 -1.346 -5.232
H 0.823 2.382 1.017
H 1.017 2.343 -2.005
H 4.625 3.904 2.220
H -1.091 -3.795 -0.655
H 2.647 -1.812 -4.255
H 0.009 -4.402 3.090
*
```

Properties
Frontier orbital gap: 5.61 eV
Max |F|: 0.76 eV/A
Relative energy (zero: lowest compared OMol25 entry of this formula, charge and spin): 1.38 kcal/mol
HOMO: -0.629 Eh



No. 5
# C32H28BiF10N5

A molecular structure, C32H28BiF10N5 (ωB97M-V/def2-TZVPD, the OMol25 dataset).

The geometry in ORCA input format:
```
! wB97M-V def2-TZVPD RIJCOSX def2/J DEFGRID3
* xyz 0 1
Bi 0.326 0.915 0.823
F -0.481 -5.948 -0.697
F 2.536 -3.657 2.975
F 1.364 -4.001 -1.295
F 1.462 -1.519 1.830
F 2.352 -4.016 5.694
F -3.267 -2.764 1.238
F 1.065 -2.115 7.159
F 0.051 0.018 6.095
F -2.763 -5.207 0.589
F 0.910 -1.484 -0.635
N -1.358 -0.553 0.513
N 0.759 0.861 -1.756
N -1.799 2.225 1.654
N 0.116 0.403 3.120
N 2.599 0.564 0.373
C -1.424 2.373 3.062
C -1.178 -0.430 -4.655
C 1.797 -1.388 -4.896
C 1.913 -2.760 3.737
C 3.725 0.508 1.109
C -0.001 3.998 -2.627
C 4.850 0.686 0.309
C -0.046 -2.382 -0.357
C 1.349 -1.645 3.163
C -1.126 1.768 -2.969
C -2.071 3.568 1.137
C -2.499 -0.195 1.376
C -0.163 0.758 -2.835
C -1.201 -1.919 0.288
C -2.094 -2.963 0.604
C -2.868 1.280 1.329
C 2.991 0.788 -0.933
C 0.652 -0.637 3.847
C 2.028 0.878 -1.985
C 0.868 -1.451 -3.682
C -2.105 1.652 -3.943
C -0.165 -0.347 -3.698
C -1.850 -4.288 0.273
C -0.939 1.148 3.801
C 1.155 -1.985 5.835
C -2.144 0.548 -4.782
C -0.699 -4.673 -0.377
C 0.601 -0.864 5.235
C 1.814 -2.949 5.103
C 4.380 0.862 -0.998
C 0.221 -3.691 -0.685
C -1.055 3.010 -2.127
H -0.602 1.547 4.757
H 2.404 0.940 -3.008
H -0.835 2.753 -1.090
H -2.724 4.127 1.818
H -2.267 2.792 3.632
H -2.920 0.455 -5.531
H 0.343 -2.410 -3.687
H 0.035 4.893 -2.003
H -2.845 2.439 -4.041
H 4.964 1.022 -1.892
H -2.037 3.489 -2.123
H 2.527 -2.198 -4.874
H -1.793 0.500 4.035
H 2.342 -0.443 -4.929
H -3.394 -0.689 1.006
H -1.140 4.128 1.026
H 1.233 -1.465 -5.827
H -0.221 4.304 -3.650
H -1.198 -1.294 -5.310
H 1.455 -1.435 -2.770
H -0.632 3.129 3.081
H -2.355 -0.544 2.401
H -3.749 1.437 1.971
H 0.990 3.541 -2.621
H -2.555 3.510 0.168
H -3.171 1.503 0.304
H 3.682 0.322 2.173
H 5.876 0.671 0.641
*
```

Properties
Frontier orbital gap: 7.47 eV
Max |F|: 0.32 eV/A
HOMO: -0.284 Eh



No. 6
# C32H28Cl2CuNP

A molecular structure, C32H28Cl2CuNP (ωB97M-V/def2-TZVPD, the OMol25 dataset).

The geometry in ORCA input format:
```
! wB97M-V def2-TZVPD RIJCOSX def2/J DEFGRID3
* xyz -1 1
Cu -1.761 0.100 -0.565
Cl 2.700 5.654 0.377
Cl -8.461 -0.998 -0.721
P 1.026 -0.082 -0.172
N -0.798 -0.263 2.338
C 1.528 -0.207 1.607
C 1.113 -2.913 0.196
C -4.692 -1.438 0.602
C 0.748 3.949 1.238
C 0.691 -2.119 -2.024
C 2.870 -0.242 1.993
C -2.123 2.079 -0.406
C 0.756 -4.485 -1.596
C -4.629 -1.596 -1.774
C 2.292 -0.256 4.309
C 1.278 4.642 0.162
C 3.269 -0.262 3.321
C 5.057 1.450 -1.869
C 0.706 4.512 -1.093
C 4.170 2.285 -1.200
C 2.635 0.437 -0.899
C 0.961 -1.848 -0.680
C -0.976 2.964 -0.201
C 1.001 -4.226 -0.258
C -2.457 -1.789 -0.507
C -0.363 3.136 1.055
C 3.532 -0.395 -1.563
C -0.384 3.670 -1.266
C -6.720 -1.232 -0.658
C -3.918 -1.618 -0.559
C 0.604 -3.423 -2.483
C 0.955 -0.247 3.966
C 2.967 1.781 -0.729
C -6.002 -1.407 -1.830
C 4.734 0.112 -2.051
C -6.065 -1.246 0.561
C 0.547 -0.223 2.622
H 0.193 -0.259 4.738
H 1.207 4.043 2.215
H 2.573 -0.263 5.355
H -0.767 2.598 1.907
H 3.301 -1.444 -1.699
H 4.320 -0.273 3.576
H 2.275 2.435 -0.212
H -0.808 3.558 -2.259
H 5.421 -0.547 -2.569
H -2.661 2.343 -1.323
H 1.311 -2.722 1.244
H -1.440 -0.003 3.065
H 0.393 -3.613 -3.529
H -1.112 -0.044 1.392
H 0.530 -1.294 -2.712
H -4.076 -1.727 -2.699
H 0.668 -5.506 -1.947
H -6.631 -1.110 1.475
H 1.107 -5.046 0.442
H -4.189 -1.449 1.565
H -2.833 2.119 0.427
H 5.994 1.841 -2.249
H 4.408 3.332 -1.048
H 1.131 5.045 -1.934
H -2.139 -2.247 0.432
H -6.519 -1.395 -2.782
H 3.636 -0.238 1.228
H -2.083 -2.389 -1.338
*
```

Properties
Frontier orbital gap: 6.47 eV
Max |F|: 0.50 eV/A
HOMO: -0.139 Eh



No. 7
# C32H28Cl3F3N2O5PSSiTl

A molecular structure, C32H28Cl3F3N2O5PSSiTl (ωB97M-V/def2-TZVPD, the OMol25 dataset).

The geometry in ORCA input format:
```
! wB97M-V def2-TZVPD RIJCOSX def2/J DEFGRID3
* xyz -2 1
Tl 0.999 0.814 0.270
Cl 1.771 0.712 4.070
Cl 4.269 -0.338 2.233
Cl 3.615 2.926 2.454
S 3.958 1.437 -1.384
P -0.917 -0.847 2.278
Si 2.710 1.061 2.233
F 5.520 0.912 -3.442
F 3.417 0.915 -3.931
F 4.450 2.787 -3.606
O 5.231 1.750 -0.784
O -0.134 2.531 1.509
O -1.587 4.246 1.489
O 2.903 2.427 -1.197
O 3.466 0.083 -1.208
N -0.116 2.551 -1.209
N 0.057 -0.923 -0.356
C 0.057 2.512 -5.363
C -0.659 3.587 -3.327
C -2.364 0.225 -1.617
C 0.060 -2.722 -3.578
C 1.680 -2.828 -1.666
C -2.299 0.737 4.097
C -0.839 3.420 0.959
C 4.349 1.517 -3.180
C -1.092 -2.239 -4.198
C -2.546 -1.342 1.580
C -0.048 2.567 -2.577
C 0.669 1.488 -4.602
C 1.109 -2.760 2.179
C -0.287 -4.780 3.463
C -0.764 3.485 -0.578
C -0.587 3.542 -4.740
C -1.479 -0.796 -2.283
C 0.629 1.518 -3.240
C -1.500 -0.407 3.996
C -1.851 -1.289 -3.530
C -1.091 -1.012 5.182
C -2.308 0.600 6.498
C 0.459 -2.260 -2.333
C 1.026 -4.997 3.060
C -0.198 -2.519 2.594
C -0.888 -3.550 3.232
C 1.722 -3.984 2.416
C -1.491 -0.518 6.419
C -1.416 4.551 -1.261
C -0.294 -1.264 -1.638
C -2.707 1.232 5.326
C -1.351 4.600 -2.613
H -2.366 -1.822 0.617
H -1.398 -2.612 -5.169
H -1.148 -1.006 7.325
H -0.842 -5.568 3.962
H -2.309 1.199 -2.112
H 1.640 -1.994 1.627
H 2.249 -3.446 -2.367
H -2.065 0.360 -0.578
H -2.763 -0.912 -3.988
H -3.092 -2.011 2.248
H -1.906 -3.388 3.569
H 2.318 -2.033 -1.284
H -3.310 2.131 5.367
H -1.828 5.402 -3.168
H 2.742 -4.139 2.086
H 0.662 -3.478 -4.074
H -2.613 0.990 7.462
H 1.500 -5.955 3.242
H -3.412 -0.090 -1.648
H 1.172 0.669 -5.099
H -1.939 5.280 -0.660
H -3.150 -0.450 1.409
H 1.097 0.739 -2.653
H -2.568 1.284 3.198
H -1.059 4.333 -5.313
H 0.103 2.475 -6.445
H 1.406 -3.443 -0.801
H -0.436 -1.874 5.149
*
```

Properties
Frontier orbital gap: 5.80 eV
Max |F|: 0.56 eV/A
Relative energy (zero: lowest compared OMol25 entry of this formula, charge and spin): 14.05 kcal/mol
HOMO: -0.053 Eh



Let's list total energy in order: -139211.868, -113184.879, -111776.738, -75669.112, -74100.491, -114103.708, -125278.398 eV.